Here is a structure of composition C2H6CsO in a non-equilibrium geometry from OMol25. Energies are from wB97M-V/def2-TZVPD.

Its energy relative to the best compared isomer or geometry (same formula, charge and spin) is 16.2 kcal per mole. As for the HOMO energy (alpha / beta): -22.70 / -22.55 eV. Its largest force on an atom is 2.59 eV Å⁻¹. The spin multiplicity is 2. The calculation puts the LUMO energy (alpha / beta) at -0.28070 / -0.54125 Eh. As for the total energy: -4746.3255 eV. For the gap between HOMO and LUMO (alpha / beta), the calculation gives 15.07 / 7.82 eV. As for the net charge: +2. The molecular weight comes out at 178.97 g/mol.

Each line ends with the Löwdin charge.
CARTESIAN COORDINATES (ANGSTROEM)
Cs: -2.08715 1.01504 1.96948  1.186
C: 0.28629 0.68131 -0.78158  0.049
C: 0.50695 -0.47037 0.27713  -0.169
O: -0.59893 -1.21595 0.63605  0.106
H: -0.76817 0.95229 -0.72874  0.056
H: 0.58593 0.39771 -1.79048  0.125
H: 0.66831 1.66171 -0.49705  0.121
H: 1.00224 0.00375 1.12448  0.159
H: 1.22755 -1.13301 -0.20217  0.186
H: -0.82302 -1.89249 -0.00712  0.182

---

Here is a structure of composition C13H13NO in a non-equilibrium geometry from OMol25. Energies are from wB97M-V/def2-TZVPD.

Its energy relative to the best compared isomer or geometry (same formula, charge and spin) is 155.3 kcal per mole. As for the HOMO energy: -8.02 eV. Its largest force on an atom is 9.12 eV Å⁻¹. The spin multiplicity is 1. The calculation puts the LUMO energy at 0.03064 Eh. As for the total energy: -17223.7133 eV. For the gap between HOMO and LUMO, the calculation gives 8.85 eV. As for the net charge: 0. The molecular weight comes out at 199.25 g/mol.

Each line ends with the Löwdin charge.
CARTESIAN COORDINATES (ANGSTROEM)
C: 0.86728 1.86967 1.49274  -0.092
C: 1.75434 0.85242 0.61279  -0.185
C: 2.97794 0.28405 1.19722  0.017
C: 3.84030 -0.47567 0.28646  -0.081
C: 3.30956 -0.98897 -0.81923  -0.138
C: 2.07976 -0.73166 -1.24315  -0.032
C: 1.22592 0.04485 -0.47808  -0.225
C: -1.06205 -0.21058 -0.33461  -0.245
C: -1.15427 -1.44850 0.21264  -0.009
C: -2.41093 -1.84876 0.83126  -0.121
C: -3.53255 -1.07280 0.79333  -0.132
C: -3.45658 0.17102 0.05255  -0.041
C: -2.20119 0.74109 -0.44593  -0.255
H: -0.43681 1.57327 1.75236  0.155
H: 1.56582 2.09537 2.48342  0.089
H: 0.83835 2.93810 0.68062  0.139
H: 3.20341 0.74210 2.15455  0.083
H: 4.63313 -0.88265 0.62406  0.031
H: 4.15766 -1.48760 -1.20157  0.107
H: 1.85215 -1.01832 -2.28910  0.143
H: -0.29866 -2.13783 0.48664  0.143
H: -2.37556 -2.87905 1.21223  0.097
H: -4.48988 -1.26095 1.41332  0.126
H: -4.36474 0.98260 -0.01919  0.139
H: -2.79850 2.43230 -1.55597  0.139
H: -1.31912 1.98472 -1.82301  0.067
N: -1.96802 1.93123 -1.08567  0.090
O: 0.02296 0.03529 -1.15833  -0.010

---

Here is a cluster of 19 separate species, C50H138O26 in total in a non-equilibrium geometry from OMol25. Energies are from wB97M-V/def2-TZVPD.

As for the HOMO energy: -9.14 eV. Its largest force on an atom is 3.84 eV Å⁻¹. The spin multiplicity is 1. The calculation puts the LUMO energy at 0.00247 Eh. As for the total energy: -107314.7307 eV. For the gap between HOMO and LUMO, the calculation gives 9.21 eV. As for the net charge: 0. The molecular weight comes out at 1155.63 g/mol.

Each line ends with the Löwdin charge.
CARTESIAN COORDINATES (ANGSTROEM)
C: -21.57017 30.40133 -22.18475  -0.032
C: -20.58296 31.62557 -22.02380  -0.481
C: -19.32291 31.48473 -22.83135  -0.072
O: -21.06719 32.94421 -22.16630  -0.031
H: -22.46717 30.64828 -21.61686  0.077
H: -21.07707 29.47380 -21.89380  0.080
H: -21.86081 30.27899 -23.22814  0.049
H: -20.27816 31.42577 -20.99653  0.122
H: -19.49265 31.12618 -23.84660  0.064
H: -18.57499 30.87267 -22.32726  0.077
H: -18.77135 32.40865 -23.00528  0.068
H: -21.88041 33.01300 -22.67181  0.086
C: -12.04963 27.72372 -30.86759  -0.023
C: -13.29063 27.60097 -31.75977  -0.433
C: -13.25417 26.63916 -32.93456  -0.031
O: -14.41323 27.27497 -30.90216  -0.101
H: -12.17661 27.00646 -30.05672  0.062
H: -12.00119 28.70118 -30.38765  0.081
H: -11.10524 27.35145 -31.26464  0.088
H: -13.56356 28.58754 -32.13433  0.125
H: -12.62336 27.03373 -33.73111  0.087
H: -14.20340 26.55543 -33.46374  0.062
H: -13.03905 25.66574 -32.49377  0.090
H: -15.24493 27.42999 -31.35585  0.058
C: -17.76062 33.76120 -26.98969  -0.021
C: -18.51998 32.37680 -27.01616  -0.417
C: -19.74072 32.23313 -27.95055  -0.041
O: -17.51648 31.43822 -27.48153  -0.086
H: -18.55897 34.46362 -26.75023  0.069
H: -17.23635 34.03582 -27.90502  0.071
H: -17.21804 33.69575 -26.04659  0.063
H: -18.86665 32.14430 -26.00924  0.113
H: -19.28080 32.42257 -28.92044  0.055
H: -20.40859 33.08803 -27.84475  0.082
H: -20.22977 31.26188 -27.87571  0.060
H: -17.49471 31.57475 -28.43152  0.019
C: -10.89519 33.99254 -26.81060  -0.047
C: -11.96767 33.17723 -26.18454  -0.520
C: -13.19386 32.71125 -27.12299  -0.041
O: -11.41460 32.09416 -25.55102  -0.041
H: -10.39310 34.48219 -25.97618  0.083
H: -11.41967 34.71653 -27.43417  0.081
H: -10.20320 33.37221 -27.38020  0.089
H: -12.59082 33.69263 -25.45369  0.115
H: -13.97447 33.46946 -27.18512  0.068
H: -13.69097 31.78543 -26.83343  0.034
H: -12.89889 32.46038 -28.14188  0.064
H: -12.01904 32.01057 -24.80989  0.035
C: -11.88454 27.23001 -26.92341  -0.047
C: -13.35869 27.58876 -26.75121  -0.478
C: -13.63250 29.10358 -26.95167  -0.024
O: -14.04098 26.93119 -27.71625  -0.068
H: -11.62208 26.18886 -26.73572  0.084
H: -11.26501 27.67750 -26.14621  0.075
H: -11.43780 27.62884 -27.83416  0.070
H: -13.62849 27.13714 -25.79656  0.147
H: -13.43810 29.35994 -27.99311  0.078
H: -12.98513 29.68819 -26.29804  0.071
H: -14.65402 29.34293 -26.65616  0.065
H: -14.04398 27.30678 -28.59972  0.069
C: -23.16981 27.62019 -34.95230  -0.039
C: -21.73804 27.91776 -34.30637  -0.437
C: -21.72567 28.71300 -32.96868  -0.032
O: -20.93564 26.76724 -34.08200  -0.076
H: -23.10122 27.38356 -36.01409  0.071
H: -23.68018 28.57368 -34.81637  0.068
H: -23.68915 26.86685 -34.35997  0.074
H: -21.35137 28.50359 -35.14026  0.124
H: -22.19143 28.27782 -32.08449  0.082
H: -22.15289 29.68124 -33.22963  0.074
H: -20.67044 28.94434 -32.82346  0.058
H: -20.85086 26.24070 -34.88023  0.108
C: -15.46505 31.06833 -23.59004  -0.040
C: -14.62209 32.20982 -23.94098  -0.501
C: -15.09891 33.48679 -23.23814  -0.042
O: -13.28128 32.01440 -23.54549  -0.054
H: -16.49342 31.38436 -23.76523  0.070
H: -15.43111 30.75090 -22.54784  0.098
H: -15.17815 30.26760 -24.27167  0.084
H: -14.65022 32.52256 -24.98477  0.119
H: -14.96319 33.25980 -22.18072  0.081
H: -16.18771 33.52743 -23.26909  0.063
H: -14.70227 34.46464 -23.51126  0.084
H: -13.12277 31.53976 -22.72624  0.115
C: -22.72688 30.74939 -26.20824  -0.084
C: -23.48112 30.90729 -27.46247  -0.471
C: -23.09818 29.79891 -28.47525  -0.035
O: -24.82271 30.88374 -26.99326  -0.046
H: -22.58639 31.58479 -25.52232  0.082
H: -21.71193 30.40060 -26.39880  0.055
H: -23.10963 29.96936 -25.55009  0.086
H: -23.22832 31.86930 -27.90825  0.134
H: -22.48234 29.00172 -28.05893  0.059
H: -22.49554 30.25496 -29.26072  0.072
H: -23.84439 29.15376 -28.93898  0.062
H: -25.29429 31.34586 -27.69015  0.094
C: -23.11389 22.96570 -28.67268  -0.024
C: -22.72564 22.60807 -27.21626  -0.461
C: -23.80417 22.11796 -26.40230  -0.051
O: -21.70535 21.57777 -27.22937  -0.092
H: -24.10463 22.61489 -28.96161  0.074
H: -22.45629 22.71255 -29.50429  0.080
H: -23.32504 24.02644 -28.80814  0.071
H: -22.15053 23.46514 -26.86585  0.124
H: -23.38337 21.70261 -25.48660  0.096
H: -24.48883 21.43915 -26.91078  0.100
H: -24.35901 22.96101 -25.99058  0.093
H: -22.08910 20.74348 -27.50917  0.121
C: -15.68079 30.62910 -30.08792  0.004
C: -16.63673 31.62421 -30.94195  -0.374
C: -18.11181 31.19600 -31.20485  -0.049
O: -16.69240 32.90136 -30.25055  -0.074
H: -14.90311 31.13581 -29.51647  0.065
H: -15.15831 29.90411 -30.71203  0.055
H: -16.26046 30.14077 -29.30459  0.057
H: -16.25527 31.73087 -31.95743  0.121
H: -18.65169 30.93902 -30.29348  0.055
H: -18.26851 30.33038 -31.84848  0.054
H: -18.67887 31.94493 -31.75769  0.083
H: -17.32203 33.47197 -30.69728  0.084
C: -26.51265 28.13662 -27.72141  -0.066
C: -26.29241 27.26095 -26.53528  -0.469
C: -27.57216 26.78062 -25.74176  -0.037
O: -25.65516 26.05391 -26.90155  -0.065
H: -26.93343 27.66272 -28.60824  0.091
H: -25.59194 28.69245 -27.89875  0.035
H: -27.15608 29.00071 -27.55571  0.082
H: -25.64887 27.84085 -25.87371  0.126
H: -28.21175 26.13567 -26.34431  0.071
H: -28.26482 27.60512 -25.57283  0.068
H: -27.46244 26.21893 -24.81409  0.070
H: -24.85124 26.13268 -27.42030  0.078
C: -22.65762 25.38538 -23.51431  -0.046
C: -22.12122 24.60156 -22.34563  -0.486
C: -23.01886 23.49576 -21.79928  -0.055
O: -20.84244 23.99845 -22.59257  -0.054
H: -22.82938 24.80735 -24.42233  0.071
H: -22.04728 26.28159 -23.62561  0.078
H: -23.62980 25.81994 -23.28168  0.078
H: -22.02319 25.25475 -21.47855  0.130
H: -22.57427 23.09925 -20.88648  0.082
H: -22.96171 22.71537 -22.55811  0.070
H: -24.07737 23.74097 -21.71256  0.077
H: -20.82674 23.65139 -23.48749  0.042
C: -16.38780 25.87838 -21.84409  -0.222
C: -17.57220 25.10265 -21.30728  -0.253
O: -17.64231 23.79200 -21.70819  -0.045
O: -16.40293 25.98280 -23.24234  -0.075
H: -15.48969 25.41263 -21.43840  0.125
H: -16.40904 26.95243 -21.65954  0.123
H: -18.51525 25.58006 -21.57340  0.118
H: -17.66801 25.10624 -20.22150  0.126
H: -18.25592 23.80649 -22.44635  0.086
H: -16.16656 25.14924 -23.65574  0.042
C: -20.23854 24.83192 -31.13875  -0.268
C: -19.12118 25.66317 -30.50648  -0.174
O: -19.26137 27.04574 -30.92178  -0.090
O: -20.09438 24.61376 -32.48724  -0.050
H: -21.17494 25.38947 -31.11858  0.124
H: -20.18280 23.93735 -30.51848  0.107
H: -18.22385 25.24376 -30.96143  0.111
H: -18.97133 25.52827 -29.43529  0.104
H: -19.57679 27.57745 -30.18734  0.075
H: -20.26533 25.47077 -32.88462  0.032
C: -16.99874 27.81649 -34.83084  -0.197
C: -17.62557 27.31908 -33.55043  -0.254
O: -16.99579 27.63842 -32.33550  -0.085
O: -16.86669 29.24888 -34.66352  -0.066
H: -17.49732 27.55652 -35.76461  0.119
H: -16.05299 27.28770 -34.94936  0.101
H: -17.54221 26.23515 -33.62947  0.126
H: -18.66109 27.62923 -33.41044  0.102
H: -17.66392 27.73485 -31.65293  0.051
H: -17.17948 29.38370 -33.76598  0.040
C: -19.08250 23.12168 -25.63013  -0.214
C: -19.36094 24.10413 -26.82461  -0.204
O: -19.72091 23.42544 -28.01604  -0.066
O: -20.27304 22.58450 -25.16413  -0.080
H: -18.62061 23.72910 -24.85181  0.106
H: -18.48910 22.24329 -25.88391  0.127
H: -18.42732 24.66321 -26.88686  0.098
H: -20.15691 24.78203 -26.51642  0.112
H: -20.39164 22.75679 -27.85911  0.032
H: -20.75882 22.22524 -25.91015  0.027
C: -15.61990 23.69396 -28.25075  -0.232
C: -15.50752 24.49294 -29.55320  -0.187
O: -14.11766 24.89999 -29.78525  -0.082
O: -15.35049 24.52644 -27.17420  -0.080
H: -14.98189 22.81053 -28.27504  0.123
H: -16.62733 23.33697 -28.03687  0.109
H: -16.04977 25.43848 -29.54760  0.110
H: -15.96691 23.95231 -30.38072  0.115
H: -14.20471 25.83991 -29.96011  -0.006
H: -14.87594 25.21245 -27.64936  0.047
C: -17.90939 27.74297 -26.21136  -0.215
C: -18.93999 28.47835 -27.12356  -0.213
O: -19.91599 27.60342 -27.70263  -0.070
O: -18.53877 27.30451 -25.02588  -0.065
H: -16.95943 28.25499 -26.05806  0.116
H: -17.75430 26.86297 -26.83558  0.096
H: -18.28824 28.93176 -27.87038  0.097
H: -19.38638 29.33842 -26.62445  0.097
H: -20.62939 27.43563 -27.08254  0.079
H: -17.90775 26.91006 -24.41940  0.044
C: -15.15393 22.37510 -24.34987  -0.214
C: -15.71351 21.60883 -23.11888  -0.198
O: -15.46719 22.32776 -21.87457  -0.082
O: -15.83326 23.57101 -24.62372  -0.108
H: -15.33820 21.72385 -25.20428  0.117
H: -14.14250 22.75784 -24.21342  0.127
H: -15.14302 20.68144 -23.06804  0.109
H: -16.74955 21.30079 -23.25972  0.114
H: -16.18122 22.96895 -21.89961  0.000
H: -15.72660 23.83199 -25.54138  0.039

---

Question: Number 3 is which compound?
Answer: C50H138O26